This record from OMol25 describes a structure of composition C34H42CuN4P2 in a non-equilibrium geometry. The level of theory is ωB97M-V/def2-TZVPD.

```
83
Properties=species:S:1:pos:R:3:forces:R:3:mulliken_charge:R:1
Cu -0.005866 -0.625880 1.589155 -1.16 0.48 0.48 -0.8050
C 4.145018 -2.659991 -1.845281 0.54 0.45 -0.14 -0.3233
C 3.695140 -1.684193 -2.633131 1.18 -0.50 0.04 -0.4883
C 2.798568 -1.902867 -3.789211 -0.61 0.07 -0.57 -0.8899
C 1.712557 -2.995474 -3.644648 -0.34 -0.30 -0.79 -1.2826
C 0.969500 -3.135659 -2.348184 -0.67 -0.66 0.21 0.1294
C 1.437695 -3.711551 -1.226764 -0.65 -0.22 -1.11 -0.0251
C 2.571230 -4.675460 -1.344180 0.91 0.25 0.36 -1.1181
C 3.867548 -4.114360 -1.992120 0.34 -0.99 0.39 -0.8737
C -1.458934 0.122653 2.777869 -0.10 -0.25 0.98 -0.5594
H 4.899321 -2.447957 -1.084253 -0.33 0.20 -0.21 0.3257
H 4.153719 -0.691653 -2.577101 -0.26 -0.32 0.24 0.9446
H 3.376994 -2.169764 -4.697703 -0.08 0.21 0.40 0.3682
H 2.318913 -0.947259 -4.035762 -0.06 -0.11 0.02 0.3170
H 0.945514 -2.744619 -4.387099 0.21 -0.15 -0.10 0.3885
H 2.141904 -3.945098 -3.981373 -0.11 -0.03 0.15 0.4826
H -0.115114 -2.977300 -2.481994 0.75 0.59 0.68 0.6102
H 0.910143 -3.673324 -0.271328 -0.31 -0.19 -0.42 0.2932
H 2.283612 -5.532314 -1.978092 -0.23 0.26 0.38 0.2726
H 2.792806 -5.069476 -0.349186 0.11 -0.03 -0.10 0.3316
H 4.689101 -4.632422 -1.477053 -0.06 0.03 -0.32 0.4569
H 3.915295 -4.451844 -3.034444 0.01 0.32 0.15 0.3929
H -1.021132 0.942236 3.365755 -0.38 -0.23 0.28 0.2167
H -1.786837 -0.700516 3.442585 -0.09 0.54 0.13 0.3580
H -2.359466 0.529831 2.274091 0.45 -0.29 0.24 -0.2182
P -1.576101 -0.740115 -0.080047 0.10 -1.25 -0.83 0.6931
P 0.407808 1.626074 -0.324155 0.43 -0.84 0.22 0.1175
N -1.835106 -2.470738 0.239710 0.28 -0.17 -0.04 1.1705
N -3.177272 -0.324109 -0.567019 -0.99 0.23 0.36 0.7382
N 1.822350 0.775858 0.274278 0.77 -1.24 0.51 0.3892
N 1.249261 3.025162 -0.767287 0.12 1.76 -0.56 0.5182
C -0.644287 -0.599599 -1.644162 -0.26 -0.30 -0.75 -0.1467
C 0.108455 0.729268 -1.900860 0.20 0.03 -0.23 -1.1578
C -1.289891 -3.027206 1.407650 -0.45 -0.83 -0.35 -0.7322
C -1.652657 -4.358644 1.488811 0.19 0.78 -0.42 -0.6458
C -2.434909 -4.654276 0.325575 0.15 0.94 -0.22 -0.8121
C -2.532807 -3.485096 -0.423884 0.32 -0.40 0.73 -0.5347
C -4.233745 -0.358525 0.363748 -0.18 0.46 -1.12 -0.6629
C -5.384389 0.079367 -0.265780 0.97 -0.18 -0.05 -0.7736
C -5.046646 0.394052 -1.628551 1.08 -0.32 0.50 -0.6368
C -3.690265 0.137020 -1.787629 -0.69 -0.01 0.64 -0.4580
C 1.787760 0.112754 1.556175 1.65 0.56 -0.50 0.4037
C 2.944689 -0.714353 1.629273 -0.75 1.07 -0.10 -0.7911
C 3.681088 -0.508142 0.462503 -0.40 0.27 -0.73 -1.1795
C 2.945552 0.343791 -0.372141 0.07 -0.12 0.88 -0.2211
C 2.572910 3.328211 -1.127593 -0.71 1.13 -0.16 -0.3527
C 2.643652 4.691751 -1.381119 -0.76 -0.83 0.27 -0.5774
C 1.327210 5.246122 -1.168840 -0.02 -0.66 -0.02 -0.8411
C 0.489295 4.216233 -0.795465 1.40 -0.03 -0.28 -0.2635
H -1.292504 -0.860917 -2.500218 0.61 -0.09 0.06 1.3407
H 0.139210 -1.367049 -1.524719 -0.56 0.32 0.03 -1.6937
H 1.077911 0.525485 -2.400193 -0.58 0.07 0.01 0.3153
H -0.481503 1.409640 -2.544155 0.25 -0.20 0.33 0.4139
H -0.723839 -2.443048 2.130058 -0.29 -0.09 -0.12 0.2516
H -1.385830 -5.034184 2.297145 -0.10 0.19 -0.27 0.4600
H -2.864531 -5.623443 0.102960 -0.03 0.28 -0.14 0.4345
H -3.049528 -3.278057 -1.351628 0.05 -0.03 0.15 0.5065
H -4.047473 -0.696411 1.371371 -0.05 0.04 -0.04 0.5573
H -6.356246 0.182064 0.193951 0.10 -0.07 -0.03 0.4536
H -5.724529 0.774606 -2.379683 0.17 -0.08 0.02 0.4348
H -3.044556 0.223741 -2.648541 -0.17 0.08 0.07 0.4094
H 1.444934 0.743573 2.382624 -0.09 -0.34 -0.05 0.2435
H 3.211977 -1.324191 2.483625 0.02 0.24 -0.08 0.5105
H 4.646487 -0.916763 0.195038 -0.29 -0.03 0.14 0.8027
H 3.198355 0.655972 -1.378546 -0.32 -0.20 0.28 0.3997
H 3.349801 2.575677 -1.149484 -0.28 0.37 0.03 0.4532
H 3.528154 5.235122 -1.688833 -0.13 -0.12 0.11 0.4380
H 1.030205 6.281355 -1.283721 0.10 -0.18 0.05 0.4383
H -0.552257 4.193534 -0.491655 0.25 0.08 -0.16 0.4292
C -1.326530 3.075460 1.824886 -0.03 0.61 0.14 -1.0426
C -1.765957 3.824299 2.916374 -0.23 0.31 1.20 0.7280
C -0.948322 4.866064 3.472946 -0.18 -0.49 -0.19 -0.5303
C -1.289707 5.500446 4.655066 0.00 0.00 -0.12 -0.5161
C -2.447789 5.132168 5.351538 -0.02 -0.16 -0.22 -0.4172
C -3.285626 4.140219 4.821412 0.05 0.03 -0.19 -0.5437
C -2.970605 3.505466 3.631007 0.35 0.13 -0.29 -0.3458
H -1.964604 2.332352 1.358936 0.34 0.12 0.05 0.4882
H -0.298663 3.233934 1.498271 -0.54 -0.07 0.03 0.2657
H -0.024999 5.101391 2.940117 -0.20 0.11 0.21 0.3878
H -0.653205 6.295216 5.043156 -0.10 -0.22 -0.04 0.3525
H -2.689993 5.595795 6.304267 0.02 -0.01 -0.20 0.3612
H -4.198350 3.863212 5.346647 0.22 0.03 -0.06 0.3566
H -3.599074 2.706673 3.236243 0.09 0.20 0.14 0.3085
```
Forces are in eV/Å.

Calculated values
HOMO-LUMO gap (spin up / spin down)	0.2460 / 0.2264	Ha
F_max	0.0360	Eh/bohr
2S+1	2
electronic energy	-3862.7250	Ha
LUMO energy (spin up / spin down)	0.40 / -0.14	eV